This record from the Open Molecules 2025 dataset describes a single C21H22NO4P molecule at a distorted geometry. The level of theory is wB97M-V/def2-TZVPD.

CARTESIAN COORDINATES (ANGSTROEM)
C1 -2.099 0.333 4.224
C2 -1.276 0.330 2.943
C3 -0.494 1.628 2.789
O1 0.251 1.579 1.585
C4 0.832 2.729 1.148
C5 1.071 3.869 1.895
C6 1.731 4.945 1.317
C7 2.151 4.887 0.003
C8 1.897 3.755 -0.757
C9 1.233 2.680 -0.193
N1 0.962 1.505 -0.886
P1 -0.463 0.643 -0.637
O2 -1.703 1.332 -0.302
O3 -0.217 -0.663 0.256
C10 0.762 -1.589 -0.034
C11 2.106 -1.253 0.013
C12 3.061 -2.218 -0.256
C13 2.681 -3.512 -0.568
C14 1.337 -3.844 -0.604
C15 0.374 -2.887 -0.339
O4 -0.409 0.015 -2.151
C16 -1.186 -1.051 -2.529
C17 -2.383 -1.364 -1.903
C18 -3.113 -2.458 -2.335
C19 -2.658 -3.238 -3.384
C20 -1.464 -2.918 -4.009
C21 -0.725 -1.829 -3.585
H1 -1.456 0.445 5.095
H2 -2.647 -0.601 4.320
H3 -2.814 1.152 4.218
H4 -1.924 0.223 2.074
H5 -0.576 -0.506 2.945
H6 0.193 1.758 3.638
H7 -1.187 2.478 2.758
H8 0.757 3.927 2.925
H9 1.917 5.830 1.908
H10 2.668 5.724 -0.441
H11 2.205 3.708 -1.791
H12 1.225 1.520 -1.860
H13 2.388 -0.242 0.264
H14 4.108 -1.955 -0.221
H15 3.429 -4.260 -0.781
H16 1.032 -4.851 -0.845
H17 -0.677 -3.129 -0.371
H18 -2.730 -0.744 -1.092
H19 -4.045 -2.701 -1.844
H20 -3.231 -4.091 -3.714
H21 -1.103 -3.520 -4.829
H22 0.210 -1.571 -4.057

Calculated values
Maximum force = 0.0258 hartree/bohr
Calculated total energy = -41105.77306 eV
SMILES = CCCOc1ccccc1NP(=O)(Oc1ccccc1)Oc1ccccc1
HOMO = -8.24 eV
ΔE to the lowest compared entry with this formula, charge and spin = 1.2 kcal per mole

***

This record from the Open Molecules 2025 dataset describes 3 unconnected molecules or ions with the total composition C2H12NO2S at a distorted geometry. The level of theory is wB97M-V/def2-TZVPD.

CARTESIAN COORDINATES (ANGSTROEM)
C1 -0.269 0.700 -0.827
C2 1.009 1.466 -1.144
S1 1.677 2.510 0.153
N1 -0.024 -0.674 -0.267
H1 -0.864 0.537 -1.736
H2 -1.052 1.249 -0.298
H3 0.812 2.219 -1.920
H4 1.821 0.842 -1.524
H5 0.574 2.743 0.898
H6 -0.944 -1.126 -0.087
H7 0.526 -0.598 0.615
H8 0.458 -1.241 -0.972
H9 1.913 0.174 2.505
H10 0.559 -0.431 3.057
O1 1.213 -0.452 2.328
H11 -2.443 -3.094 0.352
H12 -2.716 -2.535 -0.980
O2 -2.251 -2.289 -0.155

Calculated values
Maximum force = 0.0307 hartree/bohr
Spin multiplicity = 2
Calculated total energy = -18670.03821 eV
Charge = +2
HOMO (alpha / beta) = -19.18 / -19.18 eV
ΔE to the lowest compared entry with this formula, charge and spin = 2.9 kcal per mole

***

Which value of maximum force does entry 1 give? 0.0258 hartree/bohr

***

Copy entry 1 word for word.
This record from the Open Molecules 2025 dataset describes a single C21H22NO4P molecule at a distorted geometry. The level of theory is wB97M-V/def2-TZVPD.

CARTESIAN COORDINATES (ANGSTROEM)
C1 -2.099 0.333 4.224
C2 -1.276 0.330 2.943
C3 -0.494 1.628 2.789
O1 0.251 1.579 1.585
C4 0.832 2.729 1.148
C5 1.071 3.869 1.895
C6 1.731 4.945 1.317
C7 2.151 4.887 0.003
C8 1.897 3.755 -0.757
C9 1.233 2.680 -0.193
N1 0.962 1.505 -0.886
P1 -0.463 0.643 -0.637
O2 -1.703 1.332 -0.302
O3 -0.217 -0.663 0.256
C10 0.762 -1.589 -0.034
C11 2.106 -1.253 0.013
C12 3.061 -2.218 -0.256
C13 2.681 -3.512 -0.568
C14 1.337 -3.844 -0.604
C15 0.374 -2.887 -0.339
O4 -0.409 0.015 -2.151
C16 -1.186 -1.051 -2.529
C17 -2.383 -1.364 -1.903
C18 -3.113 -2.458 -2.335
C19 -2.658 -3.238 -3.384
C20 -1.464 -2.918 -4.009
C21 -0.725 -1.829 -3.585
H1 -1.456 0.445 5.095
H2 -2.647 -0.601 4.320
H3 -2.814 1.152 4.218
H4 -1.924 0.223 2.074
H5 -0.576 -0.506 2.945
H6 0.193 1.758 3.638
H7 -1.187 2.478 2.758
H8 0.757 3.927 2.925
H9 1.917 5.830 1.908
H10 2.668 5.724 -0.441
H11 2.205 3.708 -1.791
H12 1.225 1.520 -1.860
H13 2.388 -0.242 0.264
H14 4.108 -1.955 -0.221
H15 3.429 -4.260 -0.781
H16 1.032 -4.851 -0.845
H17 -0.677 -3.129 -0.371
H18 -2.730 -0.744 -1.092
H19 -4.045 -2.701 -1.844
H20 -3.231 -4.091 -3.714
H21 -1.103 -3.520 -4.829
H22 0.210 -1.571 -4.057

Calculated values
Maximum force = 0.0258 hartree/bohr
Calculated total energy = -41105.77306 eV
SMILES = CCCOc1ccccc1NP(=O)(Oc1ccccc1)Oc1ccccc1
HOMO = -8.24 eV
ΔE to the lowest compared entry with this formula, charge and spin = 1.2 kcal per mole